Record 1
This record from the Open Molecules 2025 dataset describes 2 unconnected molecules or ions with the total composition C5H9NO4. The level of theory is ωB97M-V/def2-TZVPD.

```
19
C5H9NO4 | the Open Molecules 2025 dataset | ωB97M-V/def2-TZVPD
C -0.48564 -1.85528 0.28729
C 0.55258 -0.84814 0.73010
N 1.56756 -0.48745 -0.27675
C 1.21229 0.91790 -0.28180
O 1.83195 1.90448 -0.59468
C 0.10937 0.64165 0.75493
O -1.19154 0.91479 0.29268
C -2.05905 1.53599 1.09497
O -3.13865 1.87309 0.69945
H -0.98415 -1.53669 -0.63727
H -0.00924 -2.82841 0.11019
H -1.25150 -1.97173 1.06556
H 1.01248 -1.14356 1.68225
H 2.44976 -0.96376 -0.43167
H 0.31867 1.13834 1.71264
H -1.68993 1.70179 2.12647
O 0.77539 0.66024 -2.94505
H 1.15747 -0.17767 -2.46759
H -0.17781 0.52441 -2.92171
```

## Properties
Frontier orbital gap   10.7 eV
LUMO level   0.47 eV
Electronic energy   -15009.943 eV



Record 2
This record from the Open Molecules 2025 dataset describes a molecular structure, C5H9NO4. The level of theory is ωB97M-V/def2-TZVPD.

```
19
C5H9NO4 | the Open Molecules 2025 dataset | ωB97M-V/def2-TZVPD
O 3.11994 -1.95749 -0.42884
C 2.38666 -1.09565 0.38819
C 3.11184 0.22015 0.55948
O 4.09382 0.48103 -0.09587
C 0.98330 -0.87407 -0.19109
C 0.12684 -2.16625 -0.21908
N -1.07149 -1.64901 0.43406
C 0.05838 -0.04565 0.69398
O 0.16074 0.31124 1.84281
H 3.93452 -1.49615 -0.67659
H 2.27804 -1.52516 1.40222
H 2.71172 0.92209 1.31724
H 1.04377 -0.44014 -1.20030
H -0.03445 -2.51436 -1.25072
H 0.61762 -2.93389 0.38985
H -1.76055 -2.32347 0.74611
H -1.70064 -0.60519 -0.09578
O -1.20102 0.82664 -0.07984
H -0.91792 0.98224 -0.98859
```

## Properties
Frontier orbital gap   10.0 eV
LUMO level   0.53 eV
Electronic energy   -15007.767 eV



Record 3
This record from the Open Molecules 2025 dataset describes a molecular structure, C5H9NO4S. The level of theory is ωB97M-V/def2-TZVPD.

```
20
C5H9NO4S | the Open Molecules 2025 dataset | ωB97M-V/def2-TZVPD
C -0.87617 -2.58692 -0.88818
C -1.67480 -2.09768 0.05680
C 0.27099 -1.17385 0.28387
C 1.14390 0.54573 -1.68358
C -0.76387 1.89927 1.48526
N 0.40518 0.52668 -0.45669
O 1.67532 0.91341 1.72517
O 1.34417 2.78190 0.15194
O 0.38724 -2.07143 -0.71878
O -0.94833 -1.24941 0.86207
S 0.85036 1.57216 0.74397
H -1.02310 -3.28182 -1.68681
H -2.69710 -2.26671 0.31239
H 1.11329 -1.10321 0.97137
H 2.13315 0.08145 -1.60192
H 0.56778 0.03621 -2.45727
H 1.26841 1.59446 -1.95405
H -0.65111 2.68873 2.21853
H -1.42217 2.20742 0.68653
H -1.10311 0.98361 1.94936
```

## Properties
Frontier orbital gap   9.6 eV
LUMO level   0.66 eV
Electronic energy   -25843.470 eV



Record 4
This record from the Open Molecules 2025 dataset describes 2 unconnected molecules or ions with the total composition C5H9NO6. The level of theory is ωB97M-V/def2-TZVPD.

```
21
C5H9NO6 | the Open Molecules 2025 dataset | ωB97M-V/def2-TZVPD
N -3.90720 0.92392 -2.68632
O -3.73445 1.61214 -3.72859
O -3.21993 1.16146 -1.65259
O -4.75355 -0.01189 -2.67785
C 2.73516 1.54782 0.96347
C 2.03023 0.44943 0.21137
C 0.87032 -0.14779 1.02469
O 0.68709 0.03420 2.21583
C 0.04180 -1.09193 0.20791
C -0.53628 -2.28829 0.88363
O -1.07108 -0.19202 0.08564
O -0.60679 1.06223 0.13785
H 3.31649 2.13939 0.25574
H 2.00302 2.19067 1.45946
H 3.41337 1.11046 1.69861
H 1.60150 0.82963 -0.71918
H 2.70778 -0.37446 -0.05304
H 0.44583 -1.26262 -0.78579
H 0.24474 -3.02765 1.05139
H -0.93887 -1.94908 1.84097
H -1.32919 -2.71562 0.26681
```

## Properties
Frontier orbital gap (alpha / beta)   5.1 / 8.5 eV
LUMO level (alpha / beta)   -4.61 / -1.25 eV
Electronic energy   -19095.142 eV



Record 5
This record from the Open Molecules 2025 dataset describes a single C5H9NOS molecule. The level of theory is ωB97M-V/def2-TZVPD.

```
17
C5H9NOS | the Open Molecules 2025 dataset | ωB97M-V/def2-TZVPD
C 1.27035 -1.03895 1.63011
O 0.40483 -1.44421 0.55512
N 0.31284 -0.38006 -0.35706
C 1.30984 -0.33051 -1.25753
S 2.39123 -1.52575 -1.54779
C -0.49144 0.65176 -0.00039
C -1.37695 1.12861 -1.11013
C -1.90145 0.42381 0.08692
H 1.34187 -1.89433 2.27200
H 0.76974 -0.10573 2.16578
H 2.28749 -0.63759 1.31554
H 1.17664 0.57198 -1.85352
H 0.00190 1.40393 0.61914
H -1.49816 2.20098 -1.24760
H -1.29439 0.65901 -2.14502
H -2.42145 0.92512 0.90579
H -2.28289 -0.60807 -0.03136
```

## Properties
Frontier orbital gap   8.9 eV
LUMO level   0.58 eV
Electronic energy   -19700.081 eV



Record 6
This record from the Open Molecules 2025 dataset describes a single C5H9NOS molecule. The level of theory is ωB97M-V/def2-TZVPD.

```
17
C5H9NOS | the Open Molecules 2025 dataset | ωB97M-V/def2-TZVPD
C -0.41945 -0.81487 -0.19717
C -0.48635 -2.40335 -0.30786
C 0.16128 1.40499 0.14688
C -1.13317 1.55908 -0.62732
C 1.91452 -0.35357 0.37932
N 0.61121 0.04513 -0.08188
O -2.52000 0.06534 1.08892
S -2.03387 -0.03305 -0.29060
H -1.45894 -2.81151 -0.43984
H 0.40071 -2.98142 -0.17072
H 0.93059 2.10473 -0.19234
H -0.02954 1.58172 1.21617
H -1.74213 2.39151 -0.29087
H -0.96838 1.60369 -1.70115
H 2.58505 0.50363 0.31684
H 1.89263 -0.71459 1.41364
H 2.29584 -1.14747 -0.26203
```

## Properties
Frontier orbital gap   8.4 eV
LUMO level   0.67 eV
Electronic energy   -19700.918 eV



Record 7
This record from the Open Molecules 2025 dataset describes a single C5H9NOS molecule. The level of theory is ωB97M-V/def2-TZVPD.

```
17
C5H9NOS | the Open Molecules 2025 dataset | ωB97M-V/def2-TZVPD
S 0.50320 -1.55085 2.17121
C 0.87077 -1.25005 0.33497
C -0.07763 -0.22108 -0.35305
C 0.14448 0.07888 -1.86366
O -0.55015 1.27054 -2.16551
C -0.18912 2.08038 -1.07225
C -0.26954 1.13838 0.18646
N -1.33389 0.18921 0.15559
H 0.93284 -0.18627 2.46640
H 1.95160 -1.05807 0.14641
H 0.57274 -2.22491 -0.22649
H 1.20211 0.14462 -2.01040
H -0.26745 -0.80472 -2.48353
H -0.98889 2.89108 -0.98807
H 0.96438 2.37532 -0.93946
H 0.20067 1.49141 1.07004
H -1.75454 -0.26271 1.06595
```

## Properties
Frontier orbital gap   9.5 eV
LUMO level   0.66 eV
Electronic energy   -19700.892 eV



Record 8
This record from the Open Molecules 2025 dataset describes 3 unconnected molecules or ions with the total composition C5H9NOS. The level of theory is ωB97M-V/def2-TZVPD.

```
17
C5H9NOS | the Open Molecules 2025 dataset | ωB97M-V/def2-TZVPD
C -1.67581 -2.81957 0.61765
C -0.75628 -0.64051 -0.12023
C 0.51074 -0.13514 -0.38127
C 1.93542 1.59658 0.45415
C -0.09738 2.13753 -1.01197
H -0.77596 -3.19266 1.37579
H -1.96926 -1.40864 1.19232
H -2.98051 -3.50126 0.09695
H -1.59036 -0.23662 0.72086
H 1.34674 -0.58169 -1.26631
H 2.02451 1.38206 1.57783
H 2.73913 0.90110 0.11502
H 2.45959 2.71487 0.19521
H -0.86648 1.52761 -1.46048
N 0.65518 1.20884 -0.15208
O 0.01594 3.31298 -0.97524
S -0.97519 -2.26547 -0.97819
```

## Properties
Frontier orbital gap   8.9 eV
LUMO level   0.26 eV
Electronic energy   -19695.754 eV



Record 9
This record from the Open Molecules 2025 dataset describes a single C5H9NOS molecule. The level of theory is ωB97M-V/def2-TZVPD.

```
17
C5H9NOS | the Open Molecules 2025 dataset | ωB97M-V/def2-TZVPD
S -2.18420 -0.52253 -0.22284
C -0.49069 -1.02566 0.27196
C 0.31097 -1.30918 -0.92423
O 1.17664 -0.20181 -1.09270
C 1.59363 0.17889 0.13705
C 1.54976 1.73950 0.36477
N 0.12152 1.52917 0.71435
C 0.28429 0.12857 1.02901
H -1.82192 0.75652 -0.67079
H -0.50087 -1.94425 0.87609
H 0.81609 -2.38536 -0.75079
H -0.15510 -1.47812 -1.88475
H 2.44028 -0.38757 0.33476
H 1.68853 2.53425 -0.43591
H 2.45526 1.93790 1.13150
H -0.35598 2.06658 1.38952
H 0.62949 -0.10183 2.04548
```

## Properties
Frontier orbital gap   9.7 eV
LUMO level   0.92 eV
Electronic energy   -19701.051 eV



Record 10
This record from the Open Molecules 2025 dataset describes a single C5H9NOS molecule. The level of theory is ωB97M-V/def2-TZVPD.

```
17
C5H9NOS | the Open Molecules 2025 dataset | ωB97M-V/def2-TZVPD
O 0.62506 -1.36472 -1.25173
C 1.52761 -0.93132 -0.24953
C 0.82520 -0.53804 1.04776
C -0.29543 0.47200 0.80769
N -0.01159 1.53673 -0.18547
C -1.23407 1.17370 -0.97232
C -1.48143 0.03039 -0.03188
S -2.58658 -1.14099 0.10642
H 0.14906 -2.14818 -0.87330
H 2.28262 -1.67888 -0.02466
H 2.02995 -0.03963 -0.66134
H 1.56168 -0.09668 1.75502
H 0.36346 -1.43221 1.51586
H -0.66099 0.88135 1.78787
H -0.07329 2.48071 0.20247
H -2.01173 1.91865 -0.97165
H -1.00952 0.87712 -2.00122
```

## Properties
Frontier orbital gap   8.5 eV
LUMO level   -0.12 eV
Electronic energy   -19702.110 eV



Record 11
This record from the Open Molecules 2025 dataset describes 2 unconnected molecules or ions with the total composition C5H9NOS. The level of theory is ωB97M-V/def2-TZVPD.

```
17
C5H9NOS | the Open Molecules 2025 dataset | ωB97M-V/def2-TZVPD
C 1.33604 -0.91879 0.23290
C 0.25449 0.08084 -0.13872
C 0.22249 1.13845 -0.88096
C -1.63714 1.33759 0.38611
C -1.19671 -0.09838 0.39852
H 2.62706 -0.79741 -1.44310
H 2.83172 0.29172 -0.12419
H 1.70172 -0.98230 1.34613
H 1.04127 -1.89823 -0.03069
H 0.85665 1.51672 -1.82315
H -2.79785 1.71745 0.27506
H -1.27887 1.83458 1.40466
H -1.22978 -0.70617 1.36054
H -2.39246 -2.50292 0.76862
N 2.65611 -0.58227 -0.37061
O -0.85240 1.94882 -0.62614
S -2.14232 -1.37971 -0.73496
```

## Properties
Frontier orbital gap   8.0 eV
LUMO level   -0.64 eV
Electronic energy   -19698.961 eV



Record 12
This record from the Open Molecules 2025 dataset describes a single C5H9NS molecule. The level of theory is ωB97M-V/def2-TZVPD.

```
16
C5H9NS | the Open Molecules 2025 dataset | ωB97M-V/def2-TZVPD
C 1.02937 -0.15426 -1.26882
C 0.35765 -0.33458 0.01472
C 1.28296 -0.64144 1.21642
C -0.42911 1.21247 0.27531
N -1.63398 1.26459 0.16146
C -2.31046 0.14297 -0.14624
S -1.04643 -1.41355 0.00498
H 0.28787 -0.12390 -2.04304
H 1.84164 -0.97145 -1.37074
H 1.69236 0.75266 -1.36798
H 1.14892 0.30955 1.92708
H 2.30000 -0.63899 0.92433
H 0.93327 -1.58221 1.70874
H 0.19799 2.02944 0.61188
H -3.24129 -0.00710 0.55588
H -2.41075 0.15583 -1.20396
```

## Properties
Frontier orbital gap   9.5 eV
LUMO level   0.85 eV
Electronic energy   -17654.256 eV



Record 13
This record from the Open Molecules 2025 dataset describes a single C5H9NS molecule. The level of theory is ωB97M-V/def2-TZVPD.

```
16
C5H9NS | the Open Molecules 2025 dataset | ωB97M-V/def2-TZVPD
S 2.59279 -0.50443 -0.30961
C 0.86974 0.00669 0.21555
C 0.09570 -0.97153 0.92001
N -1.07787 -1.26313 -0.20563
C -1.48641 0.02997 -0.61012
C -0.07918 0.81437 -0.63448
C 0.61455 1.51765 0.55665
H 2.17778 -0.91998 -1.77834
H -0.31001 -0.70794 2.00939
H 0.73752 -1.84816 1.18956
H -2.04308 -1.84438 0.04197
H -1.86450 0.13078 -1.72034
H -2.17364 0.65897 -0.00760
H 0.30119 1.01838 -1.67951
H 1.43697 2.14812 0.40941
H 0.20845 1.73462 1.60309
```

## Properties
Frontier orbital gap   9.8 eV
LUMO level   0.78 eV
Electronic energy   -17652.661 eV



Record 14
This record from the Open Molecules 2025 dataset describes 2 unconnected molecules or ions with the total composition C5H9NS. The level of theory is ωB97M-V/def2-TZVPD.

```
16
C5H9NS | the Open Molecules 2025 dataset | ωB97M-V/def2-TZVPD
C 1.87260 1.52609 0.07838
C -1.33991 0.70393 -0.86454
C -0.68231 -0.43305 1.20709
C 1.02268 -0.31841 -0.57716
C -0.41752 -0.39686 -0.33511
N 2.52304 2.45473 0.20387
S 2.08874 -1.60615 0.13770
H -1.41406 1.64363 -0.31710
H -2.45894 0.22357 -0.92965
H -1.06943 1.01772 -1.96182
H -1.81977 -0.40079 1.40224
H 0.01729 0.45598 1.62672
H -0.18693 -1.34043 1.69459
H 1.39992 -0.09845 -1.54001
H -0.65878 -1.35981 -0.79539
H 1.12339 -2.07170 0.97019
```

## Properties
Frontier orbital gap   9.9 eV
LUMO level   -0.08 eV
Electronic energy   -17652.781 eV



For each record above, in turn, the calculated energy above the lowest of the compared OMol25 structures with the same formula, charge and spin values are 222.0, 431.9, 360.9, 964.5, 407.4, 326.7, 329.1, 824.9, 313.9, 211.6, 515.5, 187.0, 340.8, 329.3 kJ/mol.
For each record above, in turn, the calculated F_max values are 0.0597, 0.0819, 0.0683, 0.0654, 0.0782, 0.1530, 0.0790, 0.1022, 0.0700, 0.0288, 0.1472, 0.0922, 0.0913, 0.0919 Eh/bohr.